Record 1
The following is a quantum chemistry calculation of 7 unconnected molecules or ions with the total composition C27H57ClO25P3, from OMol25.

XYZ file:
```
113
Properties=species:S:1:pos:R:3
Cl 5.750 37.226 17.532
O 4.660 36.620 16.789
O 6.756 36.219 17.800
O 6.341 38.336 16.825
O 5.138 37.746 18.733
C 9.401 38.486 14.736
C 9.218 39.343 15.996
O 9.946 40.520 15.596
C 9.903 40.633 14.253
O 10.175 41.608 13.642
O 9.511 39.454 13.701
H 8.525 37.855 14.575
H 10.256 37.808 14.757
H 9.767 38.869 16.807
H 8.186 39.571 16.232
C 10.117 34.958 16.959
C 9.274 33.726 16.647
O 9.465 33.530 15.251
C 10.547 34.249 14.850
O 10.927 34.300 13.729
O 11.078 34.928 15.889
H 10.638 34.825 17.906
H 9.577 35.902 16.939
H 8.215 33.961 16.785
H 9.429 32.840 17.263
C 5.495 33.215 17.398
C 5.072 31.999 18.201
O 4.464 31.176 17.201
C 4.901 31.571 15.975
O 4.717 30.962 14.977
O 5.576 32.743 16.061
H 6.465 33.581 17.733
H 4.843 34.079 17.534
H 4.354 32.299 18.966
H 5.841 31.431 18.728
C 14.401 39.607 17.745
C 14.138 38.286 18.449
O 13.041 38.383 19.353
P 12.618 37.189 20.291
O 12.686 35.886 19.622
O 13.551 37.395 21.564
C 13.945 36.199 22.279
C 14.957 36.597 23.327
O 11.205 37.621 20.827
C 10.066 37.188 20.050
C 8.870 38.035 20.405
H 15.275 40.121 18.150
H 14.586 39.456 16.683
H 13.572 40.309 17.850
H 13.958 37.508 17.708
H 15.016 38.020 19.046
H 13.063 35.752 22.739
H 14.400 35.478 21.600
H 15.844 37.081 22.929
H 14.517 37.250 24.086
H 15.220 35.698 23.894
H 10.222 37.243 18.970
H 9.926 36.131 20.286
H 9.213 39.073 20.315
H 8.057 37.917 19.690
H 8.510 37.950 21.429
C 5.192 40.248 22.569
C 4.307 39.140 22.087
O 3.632 38.590 23.265
P 2.735 37.300 23.123
O 2.283 36.739 24.385
O 1.565 37.702 22.122
C 0.761 38.895 22.322
C 0.059 38.906 23.650
O 3.619 36.325 22.237
C 3.297 35.936 20.895
C 2.885 34.467 20.947
H 4.594 41.075 22.957
H 5.855 39.953 23.383
H 5.858 40.587 21.774
H 3.547 39.419 21.358
H 4.879 38.320 21.650
H 1.423 39.728 22.085
H 0.034 38.818 21.511
H -0.541 38.009 23.793
H 0.775 38.914 24.475
H -0.564 39.794 23.765
H 2.619 36.590 20.351
H 4.160 35.961 20.221
H 3.691 33.914 21.422
H 1.934 34.274 21.443
H 2.714 34.160 19.907
C 6.989 35.465 14.285
C 6.062 36.246 13.360
O 5.734 35.463 12.205
P 5.372 36.229 10.868
O 6.373 37.149 10.357
O 3.927 36.808 11.155
C 2.872 35.957 11.603
C 1.845 36.797 12.327
O 5.025 35.023 9.889
C 5.990 34.610 8.909
C 5.376 33.479 8.128
H 7.064 36.086 15.175
H 6.574 34.470 14.409
H 7.975 35.447 13.813
H 5.171 36.497 13.944
H 6.525 37.194 13.071
H 2.395 35.559 10.702
H 3.189 35.114 12.214
H 2.300 37.361 13.142
H 1.349 37.479 11.639
H 1.093 36.140 12.770
H 6.316 35.448 8.290
H 6.927 34.295 9.383
H 5.421 32.488 8.579
H 4.337 33.669 7.864
H 5.945 33.382 7.194
```

Values from the calculation:
Gap between HOMO and LUMO ... 9.79 eV
2S+1 ... 1
Net charge ... -1

Record 2
The following is a quantum chemistry calculation of 2 unconnected molecules or ions with the total composition C4H12NO, from OMol25.

XYZ file:
```
18
Properties=species:S:1:pos:R:3
C 1.023 -0.906 -0.290
N -0.169 -0.561 0.581
C -1.089 0.368 -0.391
C -0.289 0.509 -1.812
C 1.103 -0.047 -1.577
H 1.991 -0.954 0.309
H 0.942 -2.069 -0.512
H -0.030 0.099 1.406
H -0.622 -1.354 0.872
H -1.215 1.313 0.056
H -2.053 -0.338 -0.470
H -0.815 0.186 -2.709
H -0.215 1.615 -1.940
H 1.741 0.915 -1.389
H 1.447 -0.776 -2.473
H -0.479 0.077 3.999
H -0.880 1.358 3.214
O -0.390 0.564 3.129
```

Values from the calculation:
Gap between HOMO and LUMO ... 12.34 eV
2S+1 ... 1
Net charge ... +1

Record 3
The following is a quantum chemistry calculation of a single C3H5NO2 molecule, from OMol25.

XYZ file:
```
11
Properties=species:S:1:pos:R:3
N -2.553 -0.940 -1.029
C -1.726 -0.405 -0.420
C -0.614 0.229 0.326
O -0.628 1.624 0.191
C 0.691 -0.415 -0.154
O 1.773 0.228 0.480
H -0.760 0.011 1.387
H 0.050 1.878 -0.449
H 0.758 -0.286 -1.246
H 0.650 -1.494 0.048
H 2.359 -0.431 0.865
```

Values from the calculation:
Gap between HOMO and LUMO ... 11.67 eV
2S+1 ... 1
Net charge ... 0
Structure (SMILES) ... N#C[C@H](O)CO

Record 4
The following is a quantum chemistry calculation of a gas-phase ion, C3H6N3S (charge +1), from OMol25.

XYZ file:
```
13
Properties=species:S:1:pos:R:3
C 1.740 -0.668 0.225
N 0.469 -0.060 -0.027
C 0.152 1.155 -0.508
N -1.235 1.254 -0.432
N -1.731 0.062 0.060
S -3.254 -0.423 0.061
C -0.660 -0.748 0.213
H 2.288 -0.379 1.133
H 1.520 -1.806 0.512
H 2.387 -0.505 -0.559
H 0.836 1.982 -0.546
H -1.741 2.089 -0.566
H -0.771 -1.954 0.436
```

Values from the calculation:
Gap between HOMO and LUMO (alpha / beta) ... 7.44 / 7.44 eV
2S+1 ... 1
Net charge ... +1
Structure (SMILES) ... C[n+]1c[nH][n+]([S-])c1

Record 5
The following is a quantum chemistry calculation of 7 unconnected molecules or ions with the total composition C26H44BrF7IN4O20, from OMol25.

XYZ file:
```
103
Properties=species:S:1:pos:R:3
O 2.317 -2.492 -4.162
C 2.918 -1.234 -4.362
C 1.994 -0.450 -5.269
N 0.709 -0.062 -4.680
C 0.111 -0.142 -3.483
Br 0.834 -0.793 -1.917
N -1.111 0.356 -3.483
C -1.314 0.785 -4.734
N -2.471 1.341 -5.070
F -2.635 1.738 -6.361
C -3.609 1.514 -4.188
C -4.384 0.213 -4.016
O -5.202 0.097 -5.155
C -5.202 0.199 -2.705
F -5.399 1.430 -2.207
F -6.399 -0.356 -2.891
F -4.565 -0.514 -1.765
N -0.228 0.571 -5.513
I 0.148 1.026 -7.471
C 4.295 -1.399 -5.084
F 5.238 -0.731 -4.423
F 4.267 -0.919 -6.337
F 4.658 -2.658 -5.157
H 2.473 -2.795 -3.259
H 3.139 -0.738 -3.417
H 1.792 -1.083 -6.133
H 2.487 0.462 -5.605
H -4.275 2.223 -4.680
H -3.286 1.958 -3.249
H -3.709 -0.646 -3.951
H -5.554 -0.798 -5.232
C 4.421 2.467 2.272
O 4.067 1.543 1.233
C 4.777 0.420 1.232
O 5.656 0.128 1.997
O 4.344 -0.350 0.228
C 5.037 -1.600 0.120
H 3.768 3.324 2.143
H 4.255 2.021 3.250
H 5.460 2.773 2.172
H 4.911 -2.190 1.024
H 6.096 -1.437 -0.070
H 4.590 -2.120 -0.723
C -11.465 -0.556 -7.199
O -11.494 -0.210 -5.811
C -10.316 0.135 -5.302
O -9.270 0.171 -5.899
O -10.486 0.429 -4.014
C -9.288 0.835 -3.348
H -12.487 -0.810 -7.463
H -11.127 0.288 -7.797
H -10.816 -1.413 -7.367
H -8.889 1.742 -3.799
H -8.552 0.042 -3.386
H -9.566 1.030 -2.316
C 8.967 -2.598 7.588
O 8.559 -1.275 7.216
C 7.690 -1.223 6.209
O 7.231 -2.172 5.624
O 7.412 0.054 5.960
C 6.484 0.253 4.886
H 9.665 -2.471 8.409
H 8.117 -3.191 7.916
H 9.462 -3.091 6.754
H 5.530 -0.217 5.121
H 6.876 -0.144 3.959
H 6.354 1.328 4.800
C -3.193 6.345 -0.979
O -2.928 6.870 -2.285
C -2.938 5.975 -3.260
O -3.140 4.791 -3.134
O -2.689 6.600 -4.408
C -2.681 5.762 -5.562
H -3.150 7.194 -0.304
H -4.181 5.893 -0.942
H -2.437 5.613 -0.701
H -3.652 5.290 -5.702
H -1.905 5.001 -5.479
H -2.467 6.414 -6.403
C -0.604 -2.276 3.389
O -1.614 -1.265 3.411
C -2.139 -0.973 2.225
O -1.832 -1.475 1.173
O -3.062 -0.032 2.399
C -3.733 0.373 1.203
H -0.282 -2.398 4.418
H -1.008 -3.214 3.015
H 0.238 -1.963 2.773
H -4.260 -0.468 0.757
H -3.026 0.788 0.487
H -4.444 1.136 1.504
C 5.132 -2.824 8.270
O 4.264 -3.096 9.372
C 4.750 -3.994 10.229
O 5.814 -4.548 10.136
O 3.860 -4.169 11.202
C 4.258 -5.113 12.202
H 4.632 -2.081 7.655
H 6.080 -2.421 8.622
H 5.305 -3.722 7.680
H 5.170 -4.785 12.696
H 4.408 -6.096 11.762
H 3.443 -5.148 12.918
```

Values from the calculation:
Gap between HOMO and LUMO ... 7.05 eV
2S+1 ... 1
Net charge ... +1

Record 6
The following is a quantum chemistry calculation of 3 unconnected molecules or ions with the total composition C32H33F17N2O6S, from OMol25.

XYZ file:
```
91
Properties=species:S:1:pos:R:3
C -3.111 -2.372 -7.393
C -2.735 -3.715 -7.366
C -2.474 -4.290 -5.943
C -3.676 -4.407 -5.114
C -3.484 -4.896 -3.765
C -4.707 -5.004 -2.808
C -5.434 -3.602 -2.644
C -4.559 -2.559 -1.882
F -3.499 -2.123 -2.653
F -4.056 -3.211 -0.767
C -5.367 -1.254 -1.472
F -6.533 -1.740 -0.879
F -5.779 -0.520 -2.545
C -4.643 -0.404 -0.334
F -3.276 -0.574 -0.326
F -5.048 -1.008 0.850
C -5.107 1.090 -0.202
F -6.497 1.053 -0.223
F -4.809 1.488 1.079
C -4.674 2.120 -1.300
F -4.571 3.355 -0.670
F -5.635 2.317 -2.262
C -3.313 1.910 -2.052
F -3.246 0.741 -2.781
F -3.283 2.897 -3.029
C -1.998 2.165 -1.189
F -2.162 1.979 0.146
F -1.693 3.508 -1.347
C -0.722 1.408 -1.765
F 0.341 1.914 -1.049
F -0.510 1.664 -3.069
F -0.741 0.080 -1.525
C -2.175 -5.252 -3.268
C -0.954 -5.152 -4.086
C -1.162 -4.656 -5.440
N 0.354 -5.482 -3.566
C 0.606 -4.838 -2.286
C 1.813 -4.083 -2.025
C 2.024 -3.439 -0.731
C 1.070 -3.548 0.364
C -0.137 -4.298 0.107
O -1.135 -4.447 1.107
N -0.600 -5.069 2.253
O -0.159 -6.127 2.016
C -0.353 -4.912 -1.174
S -1.888 -5.827 -1.556
H -2.437 -1.553 -7.033
H -4.130 -2.034 -7.720
H -2.646 -4.329 -8.288
H -4.656 -4.095 -5.525
H -4.490 -5.470 -1.821
H -5.451 -5.683 -3.313
H -5.667 -3.244 -3.681
H -6.414 -3.812 -2.159
H -0.302 -4.514 -6.132
H 0.428 -6.502 -3.476
H 2.605 -3.969 -2.792
H 2.927 -2.828 -0.520
H 1.245 -3.045 1.337
C 4.560 2.033 -0.070
O 4.677 2.011 1.344
C 5.085 3.267 1.878
C 3.908 4.029 2.464
O 2.989 4.421 1.449
C 1.849 3.578 1.392
H 4.024 1.136 -0.379
H 4.004 2.908 -0.418
H 5.555 2.025 -0.526
H 5.598 3.866 1.119
H 5.799 3.055 2.680
H 4.282 4.946 2.928
H 3.407 3.441 3.238
H 1.185 3.797 2.235
H 2.124 2.521 1.407
H 1.318 3.789 0.465
C 4.825 5.420 8.939
O 6.146 5.201 8.468
C 6.288 3.950 7.804
C 6.288 4.120 6.294
O 5.021 4.564 5.821
C 5.008 5.956 5.537
H 4.733 6.471 9.213
H 4.078 5.192 8.175
H 4.640 4.808 9.828
H 5.507 3.251 8.118
H 7.254 3.535 8.110
H 6.478 3.146 5.833
H 7.083 4.803 5.978
H 5.551 6.147 4.605
H 5.450 6.540 6.346
H 3.971 6.267 5.408
```

Values from the calculation:
Gap between HOMO and LUMO ... 8.01 eV
2S+1 ... 1
Net charge ... 0
Structure (SMILES) ... C=Cc1cc(CCC(F)(F)C(F)(F)C(F)(F)C(F)(F)C(F)(F)C(F)(F)C(F)(F)C(F)(F)F)c2c(c1)Nc1cccc(ON=O)c1S2.COCCOC.COCCOC

Record 7
The following is a quantum chemistry calculation of 2 unconnected molecules or ions with the total composition C17H26ClFN2O, from OMol25.

XYZ file:
```
48
Properties=species:S:1:pos:R:3
C -2.723 -2.316 3.913
H -2.824 -2.588 5.077
H -3.869 -2.534 3.557
H -2.560 -1.170 3.886
C -1.715 -2.863 3.305
C -1.966 -4.479 3.132
H -2.787 -4.675 2.564
H -2.282 -4.814 4.168
H -1.370 -5.032 2.624
C -1.556 -2.504 1.773
N -1.078 -1.278 1.570
C -1.667 -0.153 0.713
C -0.996 -0.192 -0.474
N 0.380 -0.308 -0.635
C 0.902 -1.203 0.230
H 0.843 -2.309 -0.302
C 0.620 -1.176 1.746
C 1.186 0.002 2.340
H 2.037 -0.106 2.302
H 0.794 0.842 1.824
C 0.670 0.083 3.838
O 1.355 -1.180 4.354
H 2.207 -1.164 4.354
H 1.147 0.841 4.189
H -0.644 -0.048 3.937
H 0.785 -2.157 2.240
H 2.191 -1.112 0.286
C 0.846 -0.251 -1.978
C 0.738 1.134 -2.666
C -0.079 1.153 -3.717
C -0.623 2.349 -4.390
C -0.164 3.686 -3.768
C 0.656 3.516 -2.639
C 1.093 2.457 -1.997
Cl 2.036 2.428 -0.620
H 0.891 4.335 -2.273
H -0.501 4.602 -4.183
H -0.928 2.182 -5.335
F -0.583 0.017 -4.347
H 2.077 -0.279 -2.022
H 0.805 -1.108 -2.504
H -1.193 -1.430 -1.266
H -1.381 0.512 -1.294
H -1.177 0.864 1.211
H -2.709 -0.255 0.738
H -0.981 -3.275 1.284
H -2.478 -2.465 1.376
H -0.658 -2.921 3.835
```

Values from the calculation:
Gap between HOMO and LUMO ... 7.59 eV
2S+1 ... 1
Net charge ... 0

Computed relative energy (zero: lowest compared OMol25 entry of this formula, charge and spin) (kcal per mole) in order:
0.0; 39.3; 37.7; 67.8; 0.0; 93.9; 347.8
Computed F_max (eV Å⁻¹) in order:
1.94; 6.22; 1.40; 4.46; 0.63; 3.45; 17.64